# 1
The following is a quantum chemistry calculation of an isolated molecule of C18H39NO3, from OMol25.

```
61
Properties=species:S:1:pos:R:3:forces:R:3
C 5.108918 5.727642 3.223713 -0.074 -0.127 -0.217
C 4.612067 4.442631 2.572781 0.070 0.040 0.349
C 4.458001 3.313400 3.588689 -0.105 -0.038 -0.504
C 3.956430 2.022509 2.945778 0.047 0.040 0.487
C 3.802093 0.901959 3.971836 0.093 -0.151 -0.346
C 3.407764 -0.440212 3.354768 -0.220 0.269 0.180
C 1.996845 -0.449947 2.770331 0.331 -0.377 -0.010
H 1.289422 -0.115224 3.532905 -0.071 0.086 0.018
C 1.593855 -1.841173 2.286993 -0.301 0.409 -0.036
C 0.186050 -1.858803 1.696045 0.301 -0.403 -0.020
C -0.216439 -3.257413 1.233461 -0.315 0.198 0.116
C -1.654518 -3.335822 0.720477 0.308 -0.042 -0.227
C -1.865285 -2.588467 -0.593920 -0.332 -0.136 0.381
C -3.291309 -2.758119 -1.112528 0.251 0.110 -0.290
H -3.497644 -3.822792 -1.252652 -0.044 -0.030 0.082
C -3.535074 -2.038148 -2.440472 -0.026 0.207 0.388
C -3.478859 -0.512318 -2.321478 -0.687 -0.132 -0.358
O -2.174450 0.004501 -2.208262 0.544 0.241 -0.025
H -1.658205 -0.311660 -2.969762 -0.013 -0.103 0.067
C -4.221535 0.215907 -3.471122 0.239 -0.489 0.067
O -4.020022 1.602824 -3.323627 0.040 0.309 0.029
H -3.170334 1.702197 -2.864687 -0.093 -0.023 -0.062
C -3.847912 -0.217485 -4.917545 0.122 0.166 0.320
N -4.704700 0.436872 -5.895125 -0.151 0.110 -0.143
H -5.675026 0.190616 -5.727556 0.058 0.076 -0.029
H -4.630238 1.442093 -5.764701 -0.097 -0.020 0.002
C -2.398875 0.118203 -5.307270 -0.529 0.134 -0.307
H -2.127624 1.105775 -4.928003 -0.042 -0.042 -0.069
H -2.346664 0.143664 -6.401126 0.005 0.022 0.122
O -1.443744 -0.783433 -4.784450 0.348 -0.306 0.205
H -1.561201 -1.638525 -5.212374 0.042 0.049 0.066
H -4.003531 -1.298849 -5.016572 0.089 0.050 0.009
H -5.300197 0.035415 -3.354374 0.136 -0.054 0.002
H -3.977282 -0.208627 -1.391315 -0.009 -0.059 -0.103
H -2.787678 -2.368957 -3.164395 -0.060 -0.018 -0.121
H -4.523446 -2.314830 -2.814838 -0.022 -0.023 -0.117
H -3.995444 -2.382523 -0.366657 -0.083 -0.037 0.057
H -1.163568 -2.969863 -1.339998 0.097 0.048 -0.081
H -1.661821 -1.528023 -0.454810 0.094 -0.004 -0.070
H -2.329138 -2.931984 1.479095 -0.085 -0.029 0.060
H -1.917434 -4.387190 0.573611 -0.095 -0.024 0.040
H 0.465682 -3.588063 0.446575 0.072 -0.080 -0.017
H -0.107132 -3.947821 2.074040 0.091 -0.044 -0.003
H -0.524803 -1.511809 2.449825 -0.080 0.081 0.013
H 0.144633 -1.164839 0.855338 -0.056 0.111 -0.011
H 1.643572 -2.542451 3.124022 0.052 -0.073 0.012
H 2.306463 -2.180763 1.531356 0.066 -0.079 -0.008
H 1.937889 0.246792 1.932713 -0.078 0.090 -0.020
H 4.124592 -0.702303 2.572909 0.069 -0.080 -0.017
H 3.469726 -1.210101 4.128454 0.036 -0.088 -0.038
H 4.752393 0.777741 4.497736 0.002 0.055 0.087
H 3.052742 1.191636 4.712429 -0.001 0.018 0.104
H 4.660760 1.707633 2.171891 -0.001 -0.023 -0.107
H 2.997066 2.216360 2.463295 -0.026 0.007 -0.115
H 5.422197 3.127818 4.068607 0.029 0.003 0.096
H 3.757210 3.623589 4.367691 0.008 0.018 0.103
H 5.315133 4.134335 1.795429 -0.043 -0.032 -0.082
H 3.648966 4.628527 2.091764 -0.009 -0.041 -0.087
H 5.213466 6.517876 2.483750 0.042 0.141 0.004
H 6.076916 5.567303 3.693850 0.106 0.036 0.073
H 4.410287 6.062720 3.987460 -0.041 0.080 0.099
```
Positions in Å, forces in eV/Å.

## Properties
* F_max: 0.79 eV/A
* spin multiplicity: 1
* net charge: 0
* structure (SMILES): CCCCCCCCCCCCCC[C@@H](O)[C@@H](O)[C@@H](N)CO
* HOMO: -9.25 eV
* gap between HOMO and LUMO: 9.9 eV
* ΔE to the lowest compared entry with this formula, charge and spin: 0.0 kJ/mol

***

# 2
The following is a quantum chemistry calculation of a cluster of 2 separate species, C7H4N2O4 in total, from OMol25.

```
17
Properties=species:S:1:pos:R:3:forces:R:3
C -2.207935 -0.849581 -0.394457 -0.564 -0.412 -0.590
C -0.357720 -2.090472 0.313107 -0.424 0.170 -1.106
C 0.347479 1.390295 -1.253785 -0.484 -0.126 1.397
C 2.020159 -0.183337 0.153067 -1.296 3.126 -0.145
C -0.196922 0.785515 1.206617 3.022 1.707 -3.219
C -0.973310 -1.298658 -0.666862 2.169 -1.067 -0.363
C 0.816044 0.589504 0.001437 -0.840 0.996 1.759
N -3.302314 -0.535988 -0.269194 -2.432 0.922 0.638
N 0.096759 -2.768831 1.131750 0.320 -0.496 0.748
O -0.666440 2.057047 -0.991941 -0.268 0.604 -0.730
O 2.640328 -1.169130 0.147232 1.628 -2.133 -0.082
O 1.035618 1.310497 -2.257637 0.948 -0.161 -1.528
O 2.252463 1.115090 0.438702 0.321 -0.964 -0.052
H -1.063066 0.814362 0.623884 -1.755 0.417 0.286
H 0.132608 1.775009 1.548245 -0.552 -0.310 0.489
H -0.095945 -0.012593 1.830304 0.089 -1.916 2.185
H -0.477806 -0.928728 -1.560470 0.118 -0.355 0.311
```
Positions in Å, forces in eV/Å.

## Properties
* F_max: 4.73 eV/A
* spin multiplicity: 1
* net charge: -2
* HOMO: -0.24 eV
* gap between HOMO and LUMO: 6.7 eV
* ΔE to the lowest compared entry with this formula, charge and spin: 167.6 kJ/mol

***

# 3
The following is a quantum chemistry calculation of an isolated molecule of C14H27NO2, from OMol25.

```
44
Properties=species:S:1:pos:R:3:forces:R:3
C -5.539090 -1.977920 1.275934 -5.161 -0.407 -4.010
C -5.237747 -0.701439 0.395018 -4.576 1.967 2.276
C -3.795185 -0.462590 -0.124109 -5.089 0.276 3.022
C -3.704540 0.701747 -0.928879 -1.410 3.699 -3.892
O -2.451985 0.656690 -1.644577 0.415 3.095 3.307
C -1.604396 1.579877 -0.792159 2.776 -3.496 -2.745
C -1.120076 1.006460 0.663211 10.531 3.614 -11.547
H -1.855388 1.177715 1.111573 -10.527 1.527 8.177
C 0.087476 1.987904 0.937152 0.230 0.205 2.371
N 1.388751 1.730685 0.257631 -13.340 7.255 -3.777
C 2.314688 1.199622 0.722849 11.133 -8.007 -1.676
O 2.288440 0.626942 1.719022 0.854 -3.149 8.330
C 3.498164 0.647918 -0.451392 0.632 11.002 8.696
C 4.776845 0.336614 0.306868 -1.459 -6.690 -10.916
C 4.577024 -1.227805 0.552828 5.781 3.753 4.850
C 4.036597 -2.089297 -0.367630 2.019 4.254 -6.535
C 2.830532 -1.661133 -0.979674 -1.398 7.213 2.371
C 2.951339 -0.111593 -1.412109 -0.784 -3.510 -4.980
H 2.157057 0.435281 -1.969391 -0.396 -1.003 0.803
H 3.707080 0.012868 -2.172519 0.659 -0.991 -1.160
H 1.993340 -1.534738 -0.334389 -0.609 -0.314 1.809
H 2.320094 -2.011120 -1.711440 -1.961 -3.797 -5.375
H 3.963513 -2.977752 -0.118039 -0.300 -8.520 2.853
H 4.795485 -1.997991 -1.113967 0.670 -1.029 -1.656
H 3.857341 -1.095791 1.247828 -1.924 -0.080 3.582
H 5.623543 -1.571110 1.043342 -2.548 0.212 -0.961
H 5.046936 0.655432 1.141051 1.579 3.751 7.134
H 5.594894 0.491509 -0.500919 -0.749 -0.172 1.401
H 3.618924 1.793571 -0.621817 0.289 -1.534 -1.597
H 1.394561 2.080988 -0.608053 0.453 1.539 -4.041
H -0.112861 3.136173 0.990322 0.061 -2.192 -0.330
H 0.346591 1.619340 1.923878 0.126 0.852 0.684
H -0.678752 0.138663 0.388186 0.606 -3.333 0.269
H -2.001100 2.543749 -0.715966 -1.198 1.360 0.241
H -0.757623 1.681445 -1.553953 -0.378 -0.047 1.504
H -3.920828 1.814471 -0.237416 0.707 -3.344 -2.118
H -4.446135 0.746370 -1.907247 1.009 -0.277 2.991
H -3.702237 -1.378360 -0.473322 1.647 -3.936 -3.271
H -3.291331 -0.524794 0.771311 1.891 0.678 1.895
H -6.186624 -0.554548 -0.361269 2.778 -0.624 1.218
H -5.560814 0.088582 1.188298 0.895 -0.501 -1.450
H -6.756968 -1.987517 1.774864 3.608 0.238 -1.858
H -5.462102 -2.886811 0.603353 -0.242 0.717 0.927
H -4.983447 -2.138296 2.085698 2.702 -0.253 3.186
```
Positions in Å, forces in eV/Å.

## Properties
* F_max: 16.04 eV/A
* spin multiplicity: 1
* net charge: 0
* structure (SMILES): CCCCOCCCNC(=O)C1CCCCC1
* HOMO: -7.91 eV
* gap between HOMO and LUMO: 8.6 eV
* ΔE to the lowest compared entry with this formula, charge and spin: 1376.0 kJ/mol

***

# 4
The following is a quantum chemistry calculation of a cluster of 5 separate species, C31H33BF3N2O20PS in total, from OMol25.

```
92
Properties=species:S:1:pos:R:3:forces:R:3
C 3.453695 -5.475176 -8.970818 -1.198 0.877 0.248
C 2.595461 -6.682710 -8.267393 -0.332 -0.682 -1.725
N 3.301542 -7.376860 -7.114523 -1.608 -1.160 0.453
C 3.638681 -6.430595 -5.983811 0.633 0.701 -0.188
C 4.265265 -7.140732 -4.644488 -0.140 -0.002 -0.289
P 4.017435 -5.870775 -3.187969 -0.582 -3.510 -2.429
B 5.561780 -4.851995 -3.680673 3.638 3.202 -0.089
N 5.627235 -3.748734 -4.721900 -0.491 -3.833 -0.157
O 6.846303 -5.140003 -2.950837 -2.197 -1.517 -2.844
S 3.651398 -4.363290 -1.647738 4.308 4.169 5.995
O 4.432703 -3.025365 -1.950341 -3.021 -4.430 0.012
O 4.096373 -4.913449 -0.268519 -2.257 1.183 -4.079
C 1.814035 -3.840984 -1.608628 -2.875 2.783 1.800
F 1.249833 -3.604900 -2.958349 1.495 -1.115 4.464
F 0.986717 -4.732502 -0.745908 2.444 2.868 -3.456
F 1.823886 -2.504658 -0.903675 -0.418 -4.346 -2.379
C 2.286847 -8.449181 -6.664607 -3.884 2.591 4.384
C 2.286688 -10.003452 -7.193167 0.755 1.460 0.016
O 1.373003 -8.024754 -5.759783 5.309 -2.984 -5.167
H 3.123959 -5.412198 -10.116509 1.006 -0.245 2.554
H 4.618297 -5.558934 -8.833848 -2.433 -0.064 -0.409
H 3.078980 -4.446826 -8.494342 1.053 -2.166 -0.980
H 2.454519 -7.519416 -9.107162 0.300 1.665 1.843
H 1.481181 -6.368049 -7.976465 2.464 -0.261 -0.443
H 2.692057 -5.761712 -5.792182 1.645 -1.244 0.220
H 4.480202 -5.685095 -6.385351 -1.841 -1.755 0.641
H 3.717565 -8.113778 -4.293352 0.961 1.726 -0.995
H 5.424812 -7.338676 -4.706845 -2.235 0.143 -0.303
H 4.212785 -6.919482 -2.187809 -0.242 1.347 -0.313
H 2.659481 -5.641144 -3.612137 0.576 0.080 0.236
H 6.469063 -3.984242 -5.313336 -0.929 0.850 0.841
H 4.792653 -3.785163 -5.361661 1.090 0.459 0.897
H 7.251156 -5.946139 -3.410515 -0.588 1.539 1.169
H 2.719226 -10.656175 -6.292721 -0.998 1.441 -2.111
H 1.179178 -10.292526 -7.443396 2.304 0.530 0.545
H 3.008797 -10.035141 -8.140704 -1.686 -0.204 2.150
C 3.034518 2.425108 -1.353331 0.074 -0.321 -0.060
C 3.000980 3.365975 -0.407622 -0.707 1.599 -0.882
C 3.469496 3.087019 0.978131 0.314 -0.254 0.924
O 3.444252 3.977084 1.820840 -0.011 -0.269 -0.597
C 3.946946 1.729421 1.284017 -0.172 0.613 0.166
C 3.977153 0.787743 0.339044 0.780 -1.926 0.916
C 3.534604 1.074690 -1.053057 -0.247 -0.337 -1.264
O 3.591341 0.193729 -1.904438 0.044 0.642 0.920
O 4.422114 -0.490963 0.620318 -0.802 1.834 -1.132
O 2.529801 4.636797 -0.681713 0.836 -1.453 1.088
H 2.699181 2.614831 -2.365198 0.025 -0.014 0.070
H 4.267767 1.535233 2.299450 -0.009 0.009 -0.058
H 4.348770 -0.984625 -0.225506 0.048 -0.070 0.206
H 2.608831 5.132033 0.162546 -0.172 -0.192 -0.282
C 0.127494 5.256318 5.625029 -0.435 0.164 0.210
C 0.799732 5.031144 4.494491 1.889 -0.807 0.584
C 0.201341 5.334746 3.165061 -0.240 0.091 -1.074
O 0.850531 5.134892 2.144461 -0.373 0.093 0.820
C -1.169960 5.866748 3.131818 0.348 -0.057 -0.125
C -1.843297 6.088593 4.262325 -1.601 0.725 -0.621
C -1.234576 5.810906 5.592168 0.191 -0.135 1.054
O -1.871562 6.042358 6.614340 0.148 -0.043 -0.842
O -3.133383 6.585878 4.238257 1.878 -0.637 0.735
O 2.079373 4.507578 4.517358 -1.938 0.820 -0.746
H 0.551185 5.042349 6.598179 -0.025 0.023 -0.067
H -1.599429 6.066229 2.158420 0.039 -0.028 0.056
H -3.402150 6.659552 5.179978 -0.023 -0.134 -0.446
H 2.350277 4.439614 3.575939 0.195 -0.064 0.175
C -4.323573 3.192057 2.414073 -0.395 -0.019 0.085
C -3.278353 2.560562 1.876066 1.483 1.165 0.367
C -3.435885 1.246215 1.193930 0.273 -0.973 -0.570
O -2.460163 0.698944 0.692457 -0.535 0.662 0.482
C -4.779011 0.647027 1.154108 0.375 0.018 -0.074
C -5.823473 1.277065 1.695214 -1.471 -1.175 -0.307
C -5.670466 2.603838 2.352781 -0.194 0.859 0.483
O -6.652393 3.166929 2.824910 0.585 -0.531 -0.378
O -7.088029 0.718402 1.663742 1.377 1.388 0.424
O -2.008912 3.105999 1.932081 -1.398 -1.363 -0.461
H -4.223742 4.148890 2.910887 0.037 0.018 -0.031
H -4.876307 -0.316767 0.671024 0.013 0.059 0.023
H -7.670529 1.365675 2.117869 0.221 -0.264 -0.176
H -1.427593 2.461563 1.472681 -0.197 0.252 0.141
C -8.656119 5.331272 7.334032 0.117 -0.142 -0.272
C -8.454975 6.305195 8.223826 -1.477 -0.131 1.130
C -7.254526 7.183437 8.151385 0.716 0.782 0.259
O -7.106440 8.082211 8.971927 -0.374 -0.722 -0.440
C -6.277090 6.927754 7.081878 -0.136 0.168 0.269
C -6.476703 5.951560 6.194274 1.458 0.095 -1.060
C -7.690561 5.091602 6.250455 -0.765 -0.904 -0.344
O -7.855335 4.214185 5.409535 0.399 0.791 0.629
O -5.560837 5.704044 5.188232 -1.737 -0.247 1.197
O -9.356797 6.534749 9.246639 1.620 0.309 -1.063
H -9.525384 4.686961 7.373563 0.058 0.045 -0.014
H -5.400319 7.561854 7.051442 -0.048 -0.012 0.036
H -5.931532 4.951669 4.677332 0.058 0.202 0.034
H -8.989074 7.290942 9.753819 -0.146 -0.300 -0.211
```
Positions in Å, forces in eV/Å.

## Properties
* F_max: 8.48 eV/A
* spin multiplicity: 1
* net charge: 0
* structure (SMILES): CCN(CC[PH2](B(N)O)S(=O)(=O)C(F)(F)F)C(C)=O.O=C1C=C(O)C(=O)C=C1O.O=C1C=C(O)C(=O)C=C1O.O=C1C=C(O)C(=O)C=C1O.O=C1C=C(O)C(=O)C=C1O
* HOMO: -9.46 eV
* gap between HOMO and LUMO: 7.8 eV

***

# 5
The following is a quantum chemistry calculation of an isolated molecule of C2H3ClO2S, from OMol25.

```
9
Properties=species:S:1:pos:R:3:forces:R:3
C -0.162560 -0.062118 -0.573081 -0.492 -1.194 -0.921
C 1.269063 0.345711 -0.479749 0.145 -1.234 -0.898
O -2.022282 -0.179619 1.632958 4.070 -0.563 -1.237
O 1.738395 1.381992 -0.207044 0.084 0.860 0.571
S -0.723313 -1.204491 0.737389 -1.935 1.444 1.169
Cl 2.284054 -0.986087 -1.076484 0.503 -0.341 0.086
H -0.683528 0.851977 -0.499616 -1.176 0.890 0.130
H -0.376770 -0.562207 -1.573615 0.418 0.786 1.256
H -1.323059 0.414842 2.039242 -1.619 -0.649 -0.155
```
Positions in Å, forces in eV/Å.

## Properties
* F_max: 4.29 eV/A
* spin multiplicity: 1
* net charge: 0
* structure (SMILES): O=C(Cl)CSO
* HOMO: -9.90 eV
* gap between HOMO and LUMO: 9.5 eV
* ΔE to the lowest compared entry with this formula, charge and spin: 79.0 kJ/mol